Density functional theory data (ωB97M-V with the def2-TZVPD basis set) for the molecule C3H5N3 at a distorted geometry.

Geometry as XYZ:
```
11
Properties=species:S:1:pos:R:3:mulliken_charge:R:1
N 1.417 -0.775 0.487 -0.1828
N -0.224 1.360 -0.378 -0.6190
N -2.012 -1.332 -1.411 -0.3923
C 0.161 -0.887 0.834 -0.7335
C -1.445 -0.746 -0.601 0.1007
C -0.736 0.199 0.313 0.6220
H 0.266 1.138 -1.237 0.2444
H 2.058 -1.526 0.702 0.2526
H 0.139 2.077 0.238 0.2055
H 1.829 0.005 -0.034 0.2014
H -1.454 0.487 1.087 0.3010
```

The HOMO-LUMO gap comes out at 0.3389 Ha. Its energy above the lowest of the compared OMol25 structures with the same formula, charge and spin is 65.0 kcal/mol.

---

Density functional theory data (ωB97M-V with the def2-TZVPD basis set) for the molecule C3H5N3 at a distorted geometry.

Geometry as XYZ:
```
11
Properties=species:S:1:pos:R:3:mulliken_charge:R:1
N 0.520 0.824 -0.084 -0.5211
N -1.632 -1.486 -1.784 -0.3710
N 0.154 -0.084 0.582 0.1126
C -0.720 -1.421 -1.107 0.3025
C 0.248 -1.388 0.087 -0.4597
C 0.377 2.112 0.135 -0.3517
H -0.083 -2.110 0.761 0.2979
H 1.267 -1.716 -0.181 0.2349
H 0.738 2.753 -0.677 0.2460
H -0.257 2.574 1.011 0.1960
H -0.613 -0.057 1.256 0.3137
```

The HOMO-LUMO gap comes out at 0.3540 Ha. The SMILES is C=NNCC#N. Its energy above the lowest of the compared OMol25 structures with the same formula, charge and spin is 77.7 kcal/mol.

---

Density functional theory data (ωB97M-V with the def2-TZVPD basis set) for the molecule C3H5N3 at a distorted geometry.

Geometry as XYZ:
```
11
Properties=species:S:1:pos:R:3:mulliken_charge:R:1
N 1.653 0.066 -0.834 -0.6218
N 0.232 -0.622 1.070 0.2690
N -0.971 -0.260 1.585 -0.6596
C -0.750 0.531 -0.544 -0.4341
C 0.433 -0.082 -0.149 0.2921
C -1.560 0.435 0.635 -0.1963
H -2.481 0.958 0.884 0.4045
H 0.764 -1.322 1.560 0.2525
H 1.640 1.006 -1.222 0.2916
H -0.845 -0.123 -1.415 0.1525
H 1.885 -0.586 -1.572 0.2497
```

The HOMO-LUMO gap comes out at 0.3527 Ha. The SMILES is Nc1ccn[nH]1. Its energy above the lowest of the compared OMol25 structures with the same formula, charge and spin is 58.4 kcal/mol.

---

Density functional theory data (ωB97M-V with the def2-TZVPD basis set) for the molecule C3H5N3.

Geometry as XYZ:
```
11
Properties=species:S:1:pos:R:3:mulliken_charge:R:1
N 0.173 -1.148 0.177 -0.6548
N -2.060 -0.456 0.221 -0.5109
N 1.374 -0.589 -0.060 0.1162
C -0.709 -0.174 0.076 0.7617
C -0.161 1.144 -0.244 -0.9990
C 1.237 0.785 -0.230 -0.1983
H 2.189 -1.121 0.200 0.2525
H -2.303 -1.401 -0.045 0.2631
H 2.027 1.375 -0.683 0.4780
H 0.901 1.346 0.774 0.2315
H -2.668 0.239 -0.186 0.2600
```

The HOMO-LUMO gap comes out at 0.3377 Ha. Its energy above the lowest of the compared OMol25 structures with the same formula, charge and spin is 87.5 kcal/mol.

---

Density functional theory data (ωB97M-V with the def2-TZVPD basis set) for the molecule C3H5N3 at a distorted geometry.

Geometry as XYZ:
```
11
Properties=species:S:1:pos:R:3:mulliken_charge:R:1
N 0.511 -1.284 -1.200 -0.5135
N -0.072 0.370 0.363 -0.4079
N -1.822 -1.867 -0.918 -0.5018
C -0.633 -1.674 -1.074 0.6908
C 0.280 1.562 1.099 -0.6753
C 0.771 -0.132 -0.436 0.0251
H 1.289 1.942 0.876 0.2932
H -0.447 2.353 0.879 0.2352
H 1.761 0.268 -0.645 0.3365
H 0.217 1.352 2.175 0.2332
H -1.853 -2.890 -1.119 0.2845
```

The HOMO-LUMO gap comes out at 0.3803 Ha. The SMILES is C/N=C/N=C=N. Its energy above the lowest of the compared OMol25 structures with the same formula, charge and spin is 47.6 kcal/mol.

---

Density functional theory data (ωB97M-V with the def2-TZVPD basis set) for the molecule C3H5N3 at a distorted geometry.

Geometry as XYZ:
```
11
Properties=species:S:1:pos:R:3:mulliken_charge:R:1
N -0.132 0.861 0.687 -0.1029
N -0.298 0.719 -1.526 -0.5330
N 0.155 -1.406 1.442 -0.8037
C -0.341 1.508 -0.491 -0.0862
C 0.007 -0.530 0.457 0.5319
C -0.056 -0.540 -1.007 -0.3842
H 1.128 -0.695 -0.017 0.1714
H 0.005 -1.403 -1.657 0.4299
H -0.118 1.243 1.617 0.2015
H 0.141 -2.341 1.035 0.2149
H -0.491 2.583 -0.540 0.3605
```

The HOMO-LUMO gap comes out at 0.2997 Ha. Its energy above the lowest of the compared OMol25 structures with the same formula, charge and spin is 78.5 kcal/mol.

---

The lowest HOMO-LUMO gap belongs to which entry? number 6

---

Look up the HOMO-LUMO gap of the second one. 0.3540 Ha

---

The lowest HOMO-LUMO gap belongs to which entry? number 6